Computed, not measured: C18H28BF16IO3P as an isolated structure, with ωB97M-V/def2-TZVPD.

Last column: natural (NBO) charge in e.
Positions of all 68 atoms, in Å:
C  4.50  -2.83  -0.81  -0.63
C  3.03  -2.28  -0.25  -0.44
C  2.52  -1.15  -1.32  -0.68
P  0.85  -1.63  -2.21  1.02
C  0.69  -0.33  -3.65  -0.91
B  0.98  -3.36  -3.04  0.82
C  0.83  -3.62  -4.66  -1.05
O  1.18  -4.56  -2.16  -0.92
C  -0.61  -1.54  -0.98  -0.62
I  -0.76  0.61  -0.40  0.17
C  -2.07  -1.92  -1.61  -0.46
C  -2.39  -3.53  -1.71  -0.65
H  5.23  -1.89  -0.81  0.23
H  4.87  -3.70  -0.10  0.25
H  4.43  -3.17  -1.94  0.21
H  3.29  -1.70  0.76  0.25
H  2.26  -3.14  -0.06  0.22
H  2.35  -0.11  -0.78  0.28
H  3.36  -1.03  -2.15  0.27
H  1.03  0.71  -3.23  0.28
H  -0.38  -0.33  -4.14  0.28
H  1.46  -0.70  -4.47  0.27
H  0.92  -4.76  -4.90  0.29
H  1.60  -2.94  -5.23  0.26
H  -0.28  -3.31  -4.95  0.27
H  0.35  -4.68  -1.59  0.51
H  -0.38  -2.10  0.03  0.28
H  -2.27  -1.36  -2.64  0.24
H  -2.89  -1.47  -0.87  0.25
H  -2.14  -3.92  -2.81  0.22
H  -1.72  -4.14  -0.95  0.20
H  -3.53  -3.75  -1.55  0.27
C  2.29  3.04  0.62  -0.14
C  3.62  2.35  0.95  0.59
C  4.38  2.94  2.14  0.52
F  4.73  4.23  1.94  -0.31
F  5.53  2.26  2.36  -0.32
F  4.40  2.32  -0.16  -0.31
F  3.34  1.04  1.24  -0.34
O  2.33  4.00  -0.44  -0.51
C  2.73  5.31  -0.06  0.85
C  4.03  5.76  -0.73  0.50
F  5.06  4.94  -0.41  -0.32
F  4.39  7.01  -0.33  -0.31
F  2.78  5.39  1.29  -0.31
F  1.71  6.13  -0.44  -0.31
H  1.62  2.25  0.25  0.21
H  1.79  3.43  1.52  0.22
H  3.78  2.88  3.06  0.15
H  3.93  5.76  -1.82  0.16
C  -3.73  -0.22  2.21  -0.14
C  -3.55  -0.39  3.73  0.59
C  -4.57  -1.32  4.39  0.52
F  -5.84  -0.87  4.26  -0.32
F  -4.33  -1.42  5.73  -0.32
F  -3.55  0.83  4.32  -0.31
F  -2.30  -0.91  3.93  -0.33
O  -4.43  0.96  1.79  -0.51
C  -5.85  0.85  1.78  0.85
C  -6.53  1.81  2.76  0.50
F  -6.14  1.58  4.04  -0.31
F  -7.88  1.67  2.73  -0.31
F  -6.20  -0.44  1.98  -0.32
F  -6.23  1.15  0.51  -0.32
H  -2.72  -0.10  1.80  0.22
H  -4.12  -1.12  1.73  0.20
H  -4.51  -2.33  3.97  0.14
H  -6.29  2.85  2.52  0.16

The total charge is +1. The calculated total energy comes out at -86798.777 eV. The HOMO-LUMO gap is 8.9 eV. As for the spin multiplicity: 1. For the LUMO energy, the calculation gives -4.5 eV. The calculation puts the HOMO energy at -13.4152 eV.